Record 1
{"formula": "C33H84N4O17", "method": "ωB97M-V/def2-TZVPD", "orbital_gap_ev": [1.920, 8.149], "multiplicity": 2, "s2": 0.75, "homo_ev": [0.185, -6.055], "energy_ev": -76344.0712, "total_charge": -1, "elements": ["C", "C", "O", "O", "H", "H", "H", "H", "H", "H", "C", "C", "O", "O", "H", "H", "H", "H", "H", "H", "C", "C", "O", "O", "H", "H", "H", "H", "H", "H", "C", "C", "O", "O", "H", "H", "H", "H", "H", "H", "C", "C", "O", "O", "H", "H", "H", "H", "H", "H", "C", "C", "O", "O", "H", "H", "H", "H", "H", "H", "C", "C", "O", "O", "H", "H", "H", "H", "H", "H", "C", "O", "N", "N", "H", "H", "H", "H", "C", "C", "C", "C", "C", "C", "N", "O", "C", "C", "C", "H", "H", "H", "H", "H", "H", "H", "H", "H", "H", "H", "H", "H", "H", "H", "H", "H", "H", "H", "C", "C", "C", "C", "C", "C", "N", "O", "C", "C", "C", "H", "H", "H", "H", "H", "H", "H", "H", "H", "H", "H", "H", "H", "H", "H", "H", "H", "H", "H"], "positions_angstrom": [[-1.60, 0.30, -3.97], [-1.90, -0.65, -5.06], [-0.84, -0.64, -5.94], [-1.81, 1.68, -4.29], [-0.53, 0.24, -3.76], [-2.17, 0.09, -3.06], [-2.80, -0.34, -5.58], [-1.96, -1.68, -4.70], [-1.14, -1.32, -6.55], [-1.12, 2.02, -4.86], [4.24, 0.72, 1.23], [3.62, 1.64, 0.18], [4.64, 2.59, -0.37], [4.49, -0.59, 0.76], [3.52, 0.70, 2.05], [5.13, 1.05, 1.77], [2.73, 2.20, 0.46], [3.26, 1.02, -0.64], [4.61, 3.40, 0.13], [5.15, -1.00, 1.33], [1.50, 2.44, -6.28], [1.98, 2.15, -4.85], [2.11, 0.71, -4.66], [0.17, 1.96, -6.35], [2.02, 2.09, -7.17], [1.64, 3.50, -6.49], [1.32, 2.56, -4.08], [2.91, 2.64, -4.59], [1.89, 0.54, -3.74], [0.19, 1.02, -6.16], [1.05, -3.80, -5.74], [1.82, -2.47, -5.42], [3.22, -2.67, -5.78], [1.26, -4.59, -4.61], [1.25, -4.26, -6.71], [-0.02, -3.58, -5.74], [1.74, -2.21, -4.36], [1.59, -1.65, -6.09], [3.65, -1.82, -5.88], [2.12, -4.29, -4.31], [1.00, -0.59, 0.30], [0.54, -0.13, -1.12], [1.57, -0.15, -2.11], [1.89, -1.71, 0.34], [0.12, -0.85, 0.89], [1.43, 0.21, 0.90], [0.34, 0.93, -0.96], [-0.30, -0.70, -1.52], [1.89, -1.05, -2.12], [2.78, -1.37, 0.24], [4.13, -2.62, -2.14], [4.70, -3.90, -2.65], [4.01, -4.49, -3.70], [2.74, -2.65, -2.11], [4.30, -1.90, -2.94], [4.53, -2.13, -1.26], [4.59, -4.62, -1.84], [5.76, -3.78, -2.90], [4.15, -3.96, -4.49], [2.39, -3.25, -1.45], [-2.76, -2.48, 0.66], [-3.73, -2.52, 1.87], [-3.14, -1.93, 3.00], [-2.77, -1.14, 0.12], [-3.07, -3.17, -0.12], [-1.76, -2.77, 0.99], [-3.72, -3.57, 2.15], [-4.74, -2.14, 1.68], [-3.11, -0.99, 2.80], [-2.33, -0.51, 0.70], [-1.44, 1.11, 2.91], [-1.84, 0.39, 2.04], [-0.58, 0.74, 3.82], [-1.94, 2.25, 3.18], [-0.34, 1.44, 4.52], [-0.50, -0.25, 3.98], [-2.61, 2.74, 2.60], [-1.64, 2.75, 4.00], [-2.02, 4.57, -2.47], [-2.50, 3.92, -1.09], [-1.50, 4.47, 0.06], [-1.82, 5.81, 0.66], [-3.39, 5.86, 1.01], [-4.32, 5.53, -0.18], [-3.96, 4.17, -0.78], [-4.91, 3.84, -1.76], [-5.73, 5.48, 0.34], [-4.28, 6.76, -1.23], [-2.37, 2.38, -1.12], [-2.61, 4.27, -3.33], [-1.01, 4.26, -2.75], [-2.07, 5.66, -2.41], [-1.41, 3.80, 0.91], [-0.49, 4.41, -0.34], [-1.52, 6.64, 0.02], [-1.18, 5.97, 1.53], [-3.67, 6.84, 1.37], [-3.54, 5.15, 1.82], [-5.91, 4.52, 0.81], [-5.86, 6.31, 1.03], [-6.39, 5.68, -0.51], [-4.92, 7.61, -0.96], [-3.35, 7.31, -1.34], [-4.51, 6.35, -2.21], [-2.63, 1.89, -0.18], [-1.31, 2.15, -1.23], [-2.95, 1.99, -1.95], [-5.04, 2.89, -1.64], [2.34, -2.29, 3.61], [1.30, -3.42, 3.97], [1.95, -4.72, 4.63], [2.18, -4.61, 6.07], [0.89, -4.24, 6.87], [0.23, -2.93, 6.35], [0.17, -3.03, 4.86], [-0.57, -1.93, 4.37], [-1.16, -2.80, 6.97], [1.07, -1.66, 6.83], [0.77, -3.96, 2.66], [3.04, -2.64, 2.85], [1.82, -1.38, 3.31], [2.96, -2.04, 4.48], [1.34, -5.61, 4.46], [2.98, -4.83, 4.29], [2.60, -5.53, 6.47], [2.97, -3.89, 6.27], [1.05, -4.12, 7.94], [0.08, -4.97, 6.84], [-1.88, -3.54, 6.62], [-1.71, -1.88, 6.83], [-1.02, -2.98, 8.04], [2.15, -1.77, 6.92], [0.81, -1.27, 7.81], [0.84, -0.73, 6.31], [-0.04, -3.40, 2.19], [1.62, -4.05, 1.98], [0.32, -4.94, 2.79], [-1.37, -2.31, 4.01]], "lowdin_charge": [-0.225, -0.256, -0.069, -0.067, 0.108, 0.117, 0.131, 0.126, 0.098, 0.044, -0.274, -0.203, -0.117, -0.097, 0.086, 0.116, 0.093, 0.097, 0.056, 0.093, -0.221, -0.192, -0.090, -0.083, 0.113, 0.112, 0.116, 0.108, 0.020, 0.041, -0.226, -0.176, -0.100, -0.059, 0.115, 0.099, 0.107, 0.101, 0.085, 0.027, -0.181, -0.173, -0.103, -0.082, 0.098, 0.097, 0.104, 0.111, 0.040, 0.032, -0.233, -0.255, -0.053, -0.079, 0.127, 0.115, 0.124, 0.125, 0.065, 0.110, -0.200, -0.225, -0.091, -0.103, 0.110, 0.094, 0.110, 0.120, 0.059, -0.002, -0.848, -0.009, 0.177, 0.163, 0.008, 0.057, 0.104, 0.025, -0.023, -0.396, -0.152, -0.202, -0.124, -0.477, -0.106, -0.020, -0.069, -0.032, -0.036, 0.068, 0.066, 0.057, 0.080, 0.103, 0.090, 0.077, 0.105, 0.098, 0.089, 0.081, 0.078, 0.068, 0.054, 0.072, 0.073, 0.063, 0.069, 0.098, -0.020, -0.439, -0.155, -0.205, -0.119, -0.469, -0.061, -0.066, -0.061, -0.064, -0.047, 0.067, 0.071, 0.059, 0.115, 0.121, 0.107, 0.101, 0.109, 0.109, 0.081, 0.077, 0.080, 0.059, 0.061, 0.053, 0.061, 0.082, 0.076, 0.077]}

Record 2
{"formula": "C33H85As2F12N7O7", "method": "ωB97M-V/def2-TZVPD", "orbital_gap_ev": [1.651, 6.922], "multiplicity": 2, "s2": 0.75, "homo_ev": [3.595, -1.701], "energy_ev": -214644.5084, "total_charge": -3, "elements": ["As", "F", "F", "F", "F", "F", "F", "As", "F", "F", "F", "F", "F", "F", "C", "C", "C", "C", "C", "C", "N", "O", "C", "C", "C", "H", "H", "H", "H", "H", "H", "H", "H", "H", "H", "H", "H", "H", "H", "H", "H", "H", "H", "H", "C", "C", "C", "O", "C", "N", "H", "H", "H", "H", "H", "H", "H", "H", "H", "H", "H", "C", "C", "C", "O", "C", "N", "H", "H", "H", "H", "H", "H", "H", "H", "H", "H", "H", "C", "C", "C", "O", "C", "N", "H", "H", "H", "H", "H", "H", "H", "H", "H", "H", "H", "C", "C", "C", "O", "C", "N", "H", "H", "H", "H", "H", "H", "H", "H", "H", "H", "H", "C", "C", "C", "O", "C", "N", "H", "H", "H", "H", "H", "H", "H", "H", "H", "H", "H", "C", "C", "C", "O", "C", "N", "H", "H", "H", "H", "H", "H", "H", "H", "H", "H", "H"], "positions_angstrom": [[0.42, 0.53, 0.64], [2.12, 0.70, 1.11], [0.46, 2.05, -0.31], [-1.33, 0.27, 0.35], [0.48, -0.97, 1.54], [-0.26, 1.46, 2.05], [0.86, -0.27, -0.94], [4.00, 3.63, -0.23], [2.19, 3.91, -0.51], [3.63, 3.05, 1.46], [5.73, 3.36, 0.12], [4.40, 4.38, -1.82], [4.02, 5.22, 0.65], [4.01, 2.02, -0.98], [-0.40, -3.47, -2.85], [-0.39, -4.97, -2.42], [-1.40, -5.04, -1.19], [-2.80, -5.17, -1.49], [-3.00, -6.36, -2.40], [-2.26, -6.27, -3.75], [-0.84, -6.04, -3.41], [-0.02, -6.09, -4.55], [-2.50, -7.73, -4.45], [-3.01, -5.21, -4.53], [0.98, -5.36, -1.89], [0.04, -2.71, -2.20], [-1.39, -3.03, -3.01], [0.04, -3.30, -3.83], [-0.99, -5.66, -0.38], [-1.27, -4.12, -0.62], [-3.16, -4.21, -1.84], [-3.43, -5.38, -0.62], [-4.07, -6.51, -2.56], [-2.67, -7.28, -1.92], [-2.06, -8.60, -3.96], [-3.54, -7.83, -4.75], [-1.98, -7.77, -5.40], [-2.57, -5.17, -5.53], [-4.05, -5.47, -4.69], [-2.82, -4.23, -4.10], [0.92, -6.44, -1.79], [1.20, -4.97, -0.90], [1.85, -5.06, -2.48], [0.79, -6.49, -4.23], [3.21, 3.30, -5.00], [1.90, 3.42, -4.32], [1.25, 2.01, -3.99], [0.16, 2.23, -3.07], [-0.61, 0.98, -2.98], [2.06, 4.32, -3.15], [3.88, 2.67, -4.43], [3.37, 4.33, -5.33], [3.01, 2.73, -5.91], [1.24, 4.08, -4.89], [1.99, 1.38, -3.49], [0.81, 1.60, -4.90], [-1.29, 0.93, -2.13], [-0.03, 0.06, -2.96], [-1.24, 0.99, -3.87], [2.84, 3.96, -2.62], [2.48, 5.16, -3.53], [0.18, -0.54, 5.06], [1.51, -0.27, 5.82], [2.81, -0.04, 5.01], [3.49, -1.20, 4.77], [2.99, -1.97, 3.73], [1.27, 0.96, 6.62], [0.29, -1.41, 4.42], [-0.07, 0.36, 4.50], [-0.68, -0.74, 5.70], [1.72, -1.15, 6.42], [3.57, 0.60, 5.47], [2.50, 0.58, 4.18], [2.91, -1.53, 2.73], [2.15, -2.63, 3.93], [3.66, -2.82, 3.56], [1.34, 1.83, 6.11], [0.34, 0.88, 6.98], [-5.12, 0.84, 3.63], [-3.57, 0.62, 3.46], [-3.10, -0.84, 3.27], [-3.21, -1.59, 4.49], [-3.56, -2.91, 4.34], [-3.03, 1.55, 2.53], [-5.41, 0.48, 2.64], [-5.37, 1.90, 3.52], [-5.61, 0.41, 4.50], [-3.08, 1.05, 4.33], [-2.03, -1.02, 3.10], [-3.47, -1.23, 2.33], [-3.21, -3.46, 5.21], [-2.95, -3.43, 3.60], [-4.61, -3.10, 4.12], [-2.62, 1.06, 1.75], [-2.20, 1.91, 2.98], [1.38, 4.47, 3.35], [0.54, 4.71, 2.17], [-0.88, 5.20, 2.47], [-1.55, 5.26, 1.23], [-2.90, 5.67, 1.47], [1.23, 5.53, 1.15], [2.34, 4.05, 3.06], [0.79, 3.91, 4.07], [1.67, 5.36, 3.92], [0.55, 3.71, 1.74], [-0.70, 6.13, 3.01], [-1.40, 4.57, 3.20], [-3.50, 5.77, 0.57], [-2.94, 6.56, 2.11], [-3.35, 4.98, 2.18], [2.22, 5.47, 0.95], [1.07, 6.50, 1.41], [-4.49, 1.10, -0.60], [-3.57, 2.27, -1.20], [-4.28, 3.69, -1.34], [-3.54, 4.87, -1.91], [-4.38, 5.93, -2.35], [-2.44, 2.52, -0.30], [-3.98, 0.14, -0.46], [-5.41, 0.92, -1.17], [-4.76, 1.30, 0.43], [-3.14, 2.01, -2.17], [-4.83, 3.96, -0.44], [-5.17, 3.39, -1.90], [-5.12, 6.31, -1.65], [-4.97, 5.89, -3.26], [-3.82, 6.81, -2.66], [-2.03, 1.61, -0.13], [-2.90, 2.69, 0.58], [3.45, -2.15, -1.11], [4.68, -1.94, -0.12], [6.01, -2.29, -0.81], [7.16, -2.14, 0.01], [8.33, -2.47, -0.71], [4.86, -0.59, 0.30], [3.27, -3.22, -1.04], [3.72, -1.81, -2.11], [2.51, -1.73, -0.75], [4.52, -2.64, 0.70], [6.14, -1.61, -1.65], [6.09, -3.30, -1.21], [8.34, -3.53, -0.94], [9.07, -2.28, 0.07], [8.46, -1.85, -1.59], [5.01, -0.11, -0.58], [3.90, -0.29, 0.31]], "lowdin_charge": [0.954, -0.264, -0.231, -0.298, -0.266, -0.280, -0.290, 0.976, -0.272, -0.301, -0.297, -0.298, -0.317, -0.268, -0.035, -0.428, -0.182, -0.243, -0.239, -0.475, -0.101, -0.068, -0.293, -0.141, -0.073, 0.070, 0.060, 0.073, 0.108, 0.115, 0.109, 0.099, 0.080, 0.098, 0.015, -0.004, 0.016, 0.063, 0.050, 0.059, 0.078, 0.077, 0.072, 0.078, -0.100, -0.431, -0.165, -0.186, -0.109, 0.037, 0.086, 0.077, 0.062, 0.123, 0.122, 0.109, 0.049, 0.064, 0.074, -0.002, 0.053, -0.067, -0.383, -0.227, -0.150, -0.123, 0.013, 0.059, 0.068, 0.066, 0.125, 0.126, 0.128, 0.083, 0.077, 0.076, 0.057, 0.047, -0.047, -0.423, -0.164, -0.189, -0.171, 0.047, 0.055, 0.060, 0.062, 0.126, 0.112, 0.127, 0.079, 0.082, 0.082, 0.027, 0.062, -0.095, -0.436, -0.212, -0.147, -0.114, 0.050, 0.066, 0.064, 0.064, 0.108, 0.114, 0.112, 0.069, 0.069, 0.069, 0.014, 0.052, -0.047, -0.348, -0.144, -0.150, -0.174, 0.052, 0.062, 0.053, 0.040, 0.112, 0.103, 0.095, 0.070, 0.065, 0.077, -0.019, 0.034, -0.027, -0.424, -0.223, -0.194, -0.134, 0.064, 0.053, 0.078, 0.046, 0.122, 0.116, 0.113, 0.075, 0.085, 0.084, 0.058, 0.031]}